Molecular formula: C12H17NO5
Method: DFT, wB97M-V/def2-TZVPD

XYZ file:
```
35
C12H17NO5 | the Open Molecules 2025 dataset | wB97M-V/def2-TZVPD
C 1.485 0.989 2.147
C 1.747 0.229 1.259
C 2.230 -0.786 0.324
N 3.021 -0.291 -0.792
C 3.501 1.093 -0.694
C 2.446 2.083 -1.213
O 3.055 -1.759 1.010
C 2.356 -2.912 1.228
O 2.570 -3.679 2.099
O 1.429 -3.039 0.244
C 1.078 -1.704 -0.203
C -0.344 -1.422 0.280
C -1.104 -0.433 -0.633
C -2.627 -0.642 -0.576
O -3.231 0.265 0.362
C -4.052 1.189 -0.183
C -5.141 1.647 0.761
O -3.924 1.635 -1.290
H 1.201 1.588 2.979
H 3.813 -0.908 -0.904
H 4.354 1.167 -1.373
H 3.877 1.366 0.295
H 2.476 2.062 -2.304
H 2.648 3.097 -0.875
H 1.442 1.760 -0.938
H 1.081 -1.755 -1.289
H -0.870 -2.378 0.247
H -0.378 -1.099 1.321
H -0.772 -0.576 -1.661
H -0.905 0.577 -0.273
H -3.089 -0.577 -1.557
H -2.826 -1.644 -0.189
H -5.803 2.337 0.253
H -5.700 0.797 1.150
H -4.657 2.133 1.611
```

Computed properties:
electronic energy: -898.3527 a.u.
structure (SMILES): C#C[C@@]1(NCC)OC(=O)O[C@H]1CCCOC(C)=O
frontier orbital gap: 0.384 Ha

Charge distribution, Löwdin scheme, values in e: 0.192 -0.042 -0.398 0.035 -0.264 -0.082 0.106 -0.538 0.190 0.085 -0.182 -0.126 -0.131 -0.154 -0.011 -0.538 0.021 0.109 0.049 0.128 0.112 0.108 0.071 0.073 0.053 0.152 0.122 0.123 0.119 0.114 0.122 0.122 0.084 0.087 0.090

---

Molecular formula: C31H49DyNO3P2S
Method: DFT, wB97M-V/def2-TZVPD

XYZ file:
```
88
C31H49DyNO3P2S | the Open Molecules 2025 dataset | wB97M-V/def2-TZVPD
Dy 2.281 -0.230 0.455
C 1.223 -0.202 2.853
C 2.461 0.523 2.921
C 0.910 1.849 1.816
C 0.270 0.616 2.156
C 2.255 1.799 2.293
C 0.923 -1.479 3.546
H 1.822 -2.099 3.653
H 0.166 -2.059 3.002
H 0.530 -1.291 4.559
C -1.161 0.292 1.975
H -1.314 -0.785 1.805
H -1.594 0.817 1.110
H -1.761 0.585 2.853
C 0.258 3.048 1.239
H 0.011 3.788 2.021
H -0.684 2.819 0.725
H 0.921 3.548 0.518
C 3.223 2.924 2.294
H 3.378 3.313 3.314
H 2.859 3.751 1.675
H 4.206 2.623 1.907
C 3.659 0.109 3.695
H 3.522 0.335 4.766
H 4.559 0.639 3.360
H 3.845 -0.972 3.611
C 2.114 -2.112 -0.723
C 2.629 -2.370 0.559
C 4.101 -2.633 0.823
C 5.066 -1.414 0.748
C 4.446 -0.083 0.345
C 3.965 0.129 -0.951
C 4.070 -0.956 -2.023
C 2.990 -2.077 -1.968
H 4.476 -3.420 0.144
H 5.888 -1.673 0.057
H 4.181 -3.068 1.834
H 3.497 -3.047 -2.117
H 1.042 -2.299 -0.920
H 1.949 -2.772 1.331
H 2.332 -1.965 -2.848
H 4.009 -0.472 -3.014
H 3.825 1.157 -1.337
H 5.065 -1.433 -2.005
H 5.546 -1.286 1.732
H 4.731 0.778 0.974
P -1.882 -3.004 0.371
C -3.396 -3.379 1.349
H -3.838 -4.331 1.025
H -4.119 -2.558 1.230
H -3.105 -3.447 2.406
C -2.541 -3.357 -1.309
H -3.063 -4.324 -1.324
H -1.693 -3.385 -2.007
H -3.217 -2.543 -1.612
C -0.939 -4.562 0.652
H -0.002 -4.511 0.083
H -1.513 -5.446 0.339
H -0.695 -4.640 1.720
P 0.689 1.373 -2.548
C 1.231 3.111 -2.622
H 1.252 3.430 -3.671
H 2.237 3.189 -2.185
H 0.541 3.728 -2.031
C 1.115 0.693 -4.177
H 2.202 0.545 -4.240
H 0.774 1.402 -4.941
H 0.620 -0.281 -4.296
C -1.113 1.541 -2.591
H -1.431 1.797 -3.610
H -1.426 2.315 -1.875
H -1.583 0.599 -2.279
O -2.739 3.536 -0.100
C -3.533 2.572 -0.219
N -3.216 1.272 0.033
S -4.291 0.164 -0.440
O -4.815 -0.619 0.660
O -3.851 -0.552 -1.624
C -5.458 1.392 -0.928
C -6.709 1.175 -1.500
C -7.450 2.301 -1.891
C -6.921 3.593 -1.715
C -5.655 3.775 -1.147
C -4.928 2.652 -0.738
H -7.071 0.157 -1.626
H -8.437 2.169 -2.338
H -7.508 4.457 -2.032
H -5.211 4.760 -1.011
```

Computed properties:
charge: +1
electronic energy: -3456.5600 a.u.
multiplicity: 6
frontier orbital gap (alpha / beta): 0.145 / 0.166 Ha

Charge distribution, Löwdin scheme, values in e: 1.500 -0.294 -0.298 -0.226 -0.243 -0.282 -0.025 0.078 0.076 0.114 -0.036 0.011 0.041 0.122 -0.005 0.122 0.060 0.078 -0.022 0.108 0.086 0.070 -0.011 0.120 0.087 0.082 -0.222 -0.267 -0.133 -0.137 -0.260 -0.227 -0.133 -0.133 0.136 0.134 0.127 0.141 0.122 0.127 0.117 0.117 0.131 0.130 0.121 0.117 0.793 -0.282 0.048 0.009 0.038 -0.299 0.047 0.027 0.005 -0.327 0.009 0.044 0.029 0.768 -0.282 0.051 0.023 0.047 -0.294 0.025 0.053 0.049 -0.269 0.064 0.031 0.029 -0.020 -0.509 -0.105 0.628 -0.322 -0.342 -0.230 -0.032 -0.065 -0.067 -0.002 -0.140 0.120 0.106 0.105 0.119

---

Molecular formula: C28H35BrClN3O9PY
Method: DFT, wB97M-V/def2-TZVPD

XYZ file:
```
79
C28H35BrClN3O9PY | the Open Molecules 2025 dataset | wB97M-V/def2-TZVPD
Y 0.576 0.075 0.257
O -0.213 -1.121 6.289
C -0.639 -2.194 5.648
O -0.976 -3.189 6.237
C -0.634 -2.166 4.141
C -1.116 -3.197 3.364
Cl -1.975 -4.561 3.895
N -0.905 -2.900 2.052
N -0.367 -1.672 1.946
C -0.190 -1.226 3.178
C 0.442 0.133 3.348
O 0.622 0.588 4.467
O 0.761 0.742 2.261
C -1.112 -3.695 0.859
C -1.286 -5.071 0.918
C -1.504 -5.794 -0.247
C -1.542 -5.165 -1.480
C -1.318 -3.798 -1.536
C -1.087 -3.076 -0.381
H 0.128 -0.432 5.655
H -1.241 -5.603 1.850
H -1.642 -6.866 -0.175
H -1.719 -5.733 -2.384
H -1.303 -3.281 -2.488
H -0.830 -2.045 -0.480
C 5.512 0.565 -0.349
C 4.687 0.447 0.924
C 3.971 1.742 1.250
C 5.549 0.005 2.091
O 3.664 -0.604 0.826
P 2.917 -1.162 -0.465
O 1.803 -1.995 0.104
O 2.339 -0.006 -1.258
O 3.972 -1.905 -1.349
C 4.425 -3.295 -1.185
C 3.325 -4.217 -1.681
C 4.768 -3.563 0.271
C 5.650 -3.379 -2.072
H 6.248 1.357 -0.209
H 4.894 0.815 -1.215
H 6.043 -0.363 -0.562
H 4.699 2.552 1.327
H 3.430 1.663 2.194
H 3.253 2.004 0.470
H 6.279 0.781 2.331
H 6.085 -0.915 1.854
H 4.926 -0.169 2.971
H 2.419 -4.118 -1.080
H 3.673 -5.249 -1.624
H 3.082 -3.988 -2.721
H 3.904 -3.417 0.923
H 5.573 -2.907 0.606
H 5.099 -4.597 0.373
H 5.385 -3.166 -3.109
H 6.078 -4.382 -2.018
H 6.404 -2.659 -1.749
C -0.420 3.773 -2.562
N 1.032 3.633 -2.463
C 1.891 4.178 -3.513
C 1.559 2.894 -1.492
O 0.883 2.356 -0.614
H -0.659 4.788 -2.875
H -0.867 3.570 -1.595
H -0.834 3.068 -3.286
H 1.331 4.930 -4.062
H 2.211 3.408 -4.213
H 2.768 4.657 -3.082
H 2.651 2.803 -1.524
Br -6.132 1.687 -0.923
C -4.316 1.208 -0.663
C -3.562 0.787 -1.746
C -2.233 0.437 -1.531
C -1.614 0.490 -0.275
C -2.431 0.927 0.778
C -3.767 1.280 0.606
H -4.007 0.726 -2.731
H -1.668 0.105 -2.401
H -2.034 1.000 1.790
H -4.369 1.607 1.444
```

Computed properties:
electronic energy: -5343.6241 a.u.
frontier orbital gap: 0.322 Ha

Charge distribution, Löwdin scheme, values in e: 1.528 0.131 -0.502 0.069 -0.035 -0.546 0.855 -0.018 0.091 -0.112 -0.526 0.087 -0.144 -0.146 -0.046 -0.072 -0.080 -0.061 -0.030 0.063 0.053 0.108 0.105 0.110 0.047 -0.026 -0.598 -0.015 -0.020 -0.166 0.202 -0.318 -0.340 -0.143 -0.604 -0.024 -0.022 -0.026 0.094 0.083 0.078 0.097 0.093 0.055 0.095 0.078 0.096 0.076 0.093 0.094 0.087 0.079 0.096 0.092 0.094 0.083 -0.012 -0.158 -0.030 -0.298 -0.093 0.091 0.088 0.098 0.087 0.094 0.091 0.142 0.710 -0.707 -0.150 -0.158 -0.286 -0.135 -0.136 0.094 0.088 0.086 0.098

---

Molecular formula: C34H34Cl2IrN5O6
Method: DFT, wB97M-V/def2-TZVPD

XYZ file:
```
82
C34H34Cl2IrN5O6 | the Open Molecules 2025 dataset | wB97M-V/def2-TZVPD
Ir -0.798 0.747 0.584
Cl 0.374 -6.442 0.136
C -0.438 -5.275 -0.832
C -1.578 -5.627 -1.529
C -2.272 -4.696 -2.295
C -1.830 -3.389 -2.349
C -0.701 -3.087 -1.623
Cl -0.264 -1.279 -1.623
C 0.075 -3.962 -0.862
N 1.203 -3.644 -0.129
C 1.735 -2.313 -0.198
C 2.504 -2.118 -1.553
C 3.600 -1.074 -1.443
C 4.007 -0.620 -0.259
C 3.397 -1.008 1.013
C 2.356 -1.831 1.095
C 1.540 -2.059 2.348
C -0.029 -1.908 2.316
O -0.646 -2.796 2.867
O -0.585 -0.900 1.720
H -1.925 -6.649 -1.464
H -3.159 -4.988 -2.840
H -2.350 -2.626 -2.913
H 1.219 -4.065 0.793
H 2.890 -3.088 -1.886
H 4.078 -0.750 -2.359
H 4.814 0.100 -0.228
H 3.768 -0.529 1.909
H 1.913 -1.385 3.121
H 1.690 -3.072 2.725
C 2.701 4.465 -0.569
C 3.214 3.966 0.775
C 2.088 3.600 1.754
C 2.695 3.085 3.083
C 1.668 2.610 4.105
C 1.281 4.848 2.075
O 1.808 5.885 2.398
N -0.088 4.729 2.024
C -0.833 3.620 1.627
O -2.035 3.634 1.674
N -0.099 2.538 1.164
C 1.258 2.479 1.174
O 1.794 1.446 0.755
H 3.530 4.709 -1.233
H 2.100 5.369 -0.453
H 2.088 3.708 -1.066
H 3.822 4.733 1.256
H 3.832 3.077 0.640
H 3.293 3.900 3.493
H 3.374 2.270 2.823
H 0.983 3.409 4.392
H 2.168 2.272 5.012
H 1.072 1.777 3.724
H -0.629 5.534 2.311
C -6.063 -1.138 1.102
C -4.888 -1.205 1.881
C -3.775 -0.500 1.523
C -3.775 0.312 0.360
C -2.629 1.054 -0.065
C -2.718 1.866 -1.176
C -3.906 1.942 -1.939
C -4.997 1.207 -1.576
C -4.959 0.384 -0.420
C -6.095 -0.361 -0.020
H -6.939 -1.697 1.403
H -4.869 -1.814 2.775
H -2.883 -0.561 2.131
H -1.875 2.501 -1.442
H -3.949 2.602 -2.796
H -5.915 1.261 -2.147
H -6.995 -0.293 -0.619
C 2.589 -1.484 -4.686
N 1.489 -1.332 -3.723
C 1.477 -1.629 -2.498
N -1.021 -0.640 -2.750
O 0.722 -1.360 -0.230
H 3.314 -2.197 -4.306
H 3.057 -0.513 -4.839
H 2.172 -1.841 -5.623
H 0.596 -0.914 -4.045
H -1.590 0.199 -2.822
H -1.250 -1.178 -0.633
```

Computed properties:
charge: +1
electronic energy: -3065.2311 a.u.
multiplicity: 2
frontier orbital gap (alpha / beta): 0.156 / 0.156 Ha

Charge distribution, Löwdin scheme, values in e: 1.257 0.783 -0.568 -0.060 -0.039 -0.048 -0.177 1.102 -0.223 0.128 -0.412 -0.121 -0.021 -0.024 -0.003 -0.119 -0.013 -0.590 0.075 -0.234 0.122 0.124 0.117 0.122 0.179 0.109 0.123 0.127 0.132 0.124 -0.066 -0.172 -0.311 -0.155 -0.060 -0.419 0.123 0.221 -0.515 0.107 -0.003 -0.467 0.005 0.078 0.084 0.074 0.126 0.113 0.129 0.115 0.085 0.082 0.074 0.173 -0.074 -0.065 -0.036 -0.175 -0.296 -0.167 -0.094 -0.040 -0.169 -0.037 0.106 0.109 0.089 0.092 0.104 0.113 0.113 0.025 0.070 -0.110 -0.253 -0.353 0.103 0.112 0.108 0.149 0.066 0.118